Record 1
Formula: C8H18N2O2
Source: the Open Molecules 2025 dataset
Level of theory: ωB97M-V/def2-TZVPD

Calculated values
E_tot = -575.4459 hartree
ΔE to the lowest compared entry with this formula, charge and spin = 56.04 kcal per mole
frontier orbital gap = 8.1 eV
HOMO level = -7.4 eV
F_max = 6.02 eV/Å

```
! wB97M-V def2-TZVPD RIJCOSX def2/J DEFGRID3
* xyz 0 1
C 0.72544 0.22094 1.37296
C 0.28913 -1.27172 1.50887
C -0.14495 1.13778 0.39899
C 0.71427 -2.21072 0.26646
C -0.00854 0.47443 -0.98537
C 0.37494 -3.71020 0.77256
C -0.91141 3.37346 -0.20010
C 0.27723 2.65427 0.46441
N -0.70573 -0.13290 -3.12349
N -0.99875 0.45876 -1.88774
O -0.05707 -1.81613 -0.85940
O 1.21810 0.34287 -1.47099
H 0.79069 0.74813 2.39555
H 1.82205 0.10904 0.96047
H 0.95926 -1.65778 2.32341
H -0.73258 -1.67233 1.74516
H -1.27191 1.25270 0.70829
H 1.66276 -2.06895 -0.01282
H 0.34696 -4.32815 -0.02338
H -0.63801 -3.65962 1.16823
H 1.04936 -4.04623 1.59321
H -1.72263 3.31471 0.44093
H -1.14827 2.94066 -1.16610
H -0.69839 4.43363 -0.27534
H 0.09222 2.98245 1.44388
H 1.13672 3.02420 0.08284
H -0.50749 -1.13322 -2.81884
H -1.48981 -0.04506 -3.85080
H -1.95058 0.37220 -1.61685
H 1.22807 -0.39919 -2.15402
*
```

List of natural (NBO) charges in e, atom by atom: atom 1 (C): -0.40, atom 2 (C): -0.45, atom 3 (C): -0.29, atom 4 (C): 0.14, atom 5 (C): 0.78, atom 6 (C): -0.62, atom 7 (C): -0.60, atom 8 (C): -0.38, atom 9 (N): -0.71, atom 10 (N): -0.42, atom 11 (O): -0.94, atom 12 (O): -0.67, atom 13 (H): 0.21, atom 14 (H): 0.23, atom 15 (H): 0.19, atom 16 (H): 0.21, atom 17 (H): 0.23, atom 18 (H): 0.13, atom 19 (H): 0.20, atom 20 (H): 0.19, atom 21 (H): 0.19, atom 22 (H): 0.19, atom 23 (H): 0.20, atom 24 (H): 0.21, atom 25 (H): 0.21, atom 26 (H): 0.21, atom 27 (H): 0.41, atom 28 (H): 0.39, atom 29 (H): 0.40, atom 30 (H): 0.54

***

Record 2
Formula: C14H23BCl4NO4PS
Source: the Open Molecules 2025 dataset
Level of theory: ωB97M-V/def2-TZVPD

Calculated values
E_tot = -3508.1501 hartree
frontier orbital gap = 7.6 eV
HOMO level = -8.5 eV
F_max = 1.61 eV/Å
SMILES string = COB(O)C1=C([PH2]=N)C(=O)C=C(CCCS)C1=O.ClCCCl.ClCCCl

```
! wB97M-V def2-TZVPD RIJCOSX def2/J DEFGRID3
* xyz 0 1
C -1.94948 -2.31520 -2.78099
O -2.53387 -1.27917 -1.98908
B -2.12714 -0.00818 -2.29236
O -2.79636 0.68635 -3.25278
C -0.86703 0.61193 -1.55126
C 0.24709 1.07274 -2.13049
P 0.66259 1.05670 -3.88576
N 1.98582 0.27257 -4.19331
C 1.34056 1.62307 -1.24202
O 1.96745 2.61063 -1.56067
C 1.52398 0.90079 0.04313
C 0.44551 0.39673 0.63640
C 0.43370 -0.38687 1.91470
C 1.21432 -1.71490 1.78781
C 0.32282 -2.94142 1.95030
S -0.98134 -2.92991 0.67745
C -0.86712 0.66193 -0.04876
O -1.86093 0.96939 0.56944
H -2.07069 -2.10981 -3.84646
H -0.88431 -2.42084 -2.55708
H -2.44727 -3.24578 -2.52637
H -2.50782 1.60201 -3.30940
H 0.72042 2.37546 -4.34623
H -0.44999 0.46812 -4.51299
H 2.43434 -0.11268 -3.37270
H 2.52745 0.79792 0.43895
H -0.60361 -0.59669 2.16740
H 0.90573 0.21616 2.69065
H 2.02976 -1.74679 2.51243
H 1.69051 -1.78768 0.80694
H 0.91185 -3.83869 1.76402
H -0.08868 -3.00563 2.95460
H -2.05551 -2.94257 1.47133
Cl -0.51945 -2.41900 5.24355
C -0.33321 -3.71717 6.45468
C 0.86455 -3.48936 7.33991
Cl 2.39633 -3.66650 6.44540
H -0.25531 -4.65923 5.91825
H -1.24081 -3.72624 7.05512
H 0.87054 -4.22892 8.13855
H 0.84904 -2.49493 7.77789
Cl 0.80406 5.20282 -5.35399
C 0.09829 6.15587 -4.02254
C 0.20695 5.44273 -2.70061
Cl -0.82585 3.98859 -2.63814
H -0.93727 6.36443 -4.27797
H 0.64694 7.09466 -3.97180
H -0.12137 6.09872 -1.89661
H 1.22381 5.11384 -2.49852
*
```

List of natural (NBO) charges in e, atom by atom: atom 1 (C): -0.25, atom 2 (O): -0.73, atom 3 (B): 1.17, atom 4 (O): -0.86, atom 5 (C): -0.38, atom 6 (C): -0.38, atom 7 (P): 1.35, atom 8 (N): -1.31, atom 9 (C): 0.52, atom 10 (O): -0.51, atom 11 (C): -0.28, atom 12 (C): 0.01, atom 13 (C): -0.46, atom 14 (C): -0.40, atom 15 (C): -0.52, atom 16 (S): -0.06, atom 17 (C): 0.54, atom 18 (O): -0.50, atom 19 (H): 0.18, atom 20 (H): 0.18, atom 21 (H): 0.20, atom 22 (H): 0.50, atom 23 (H): -0.04, atom 24 (H): -0.07, atom 25 (H): 0.37, atom 26 (H): 0.23, atom 27 (H): 0.24, atom 28 (H): 0.23, atom 29 (H): 0.22, atom 30 (H): 0.21, atom 31 (H): 0.22, atom 32 (H): 0.24, atom 33 (H): 0.14, atom 34 (Cl): -0.06, atom 35 (C): -0.38, atom 36 (C): -0.39, atom 37 (Cl): -0.06, atom 38 (H): 0.23, atom 39 (H): 0.23, atom 40 (H): 0.23, atom 41 (H): 0.23, atom 42 (Cl): -0.05, atom 43 (C): -0.39, atom 44 (C): -0.38, atom 45 (Cl): -0.08, atom 46 (H): 0.22, atom 47 (H): 0.23, atom 48 (H): 0.23, atom 49 (H): 0.24

***

Record 3
Formula: C4H14NO5S
Source: the Open Molecules 2025 dataset
Level of theory: ωB97M-V/def2-TZVPD

Calculated values
E_tot = -990.0597 hartree
ΔE to the lowest compared entry with this formula, charge and spin = 5.92 kcal per mole
frontier orbital gap = 8.6 eV
HOMO level = -5.6 eV
F_max = 1.46 eV/Å

```
! wB97M-V def2-TZVPD RIJCOSX def2/J DEFGRID3
* xyz -1 1
C 0.06136 -2.03786 -2.41656
C 0.10619 -0.99143 -1.31905
C -0.94255 0.16228 -1.53415
S -2.42478 -0.18292 -0.60768
N 1.43760 -0.39261 -1.29407
C 2.06102 -0.00818 -0.07932
O 3.27385 0.20978 -0.12862
O 1.30043 0.13098 0.92629
H -0.83315 -2.62758 -2.60964
H 0.36492 -1.64780 -3.38012
H 0.71890 -2.86745 -2.11156
H -0.09247 -1.50260 -0.36775
H -1.20206 0.32247 -2.58578
H -0.37027 1.03610 -1.23368
H -2.45995 0.94603 0.08848
H 2.05551 -0.92040 -1.89973
H 0.07307 -0.68945 1.84790
H 0.10815 -2.18525 1.97378
O -0.25262 -1.41018 2.43538
H 0.19035 2.53357 0.35008
H 0.88195 1.58696 1.33941
O 0.53006 2.54726 1.23714
H -1.62789 0.68718 2.59353
H -0.91768 2.05134 2.12635
O -1.74738 1.63663 2.48435
*
```

List of natural (NBO) charges in e, atom by atom: atom 1 (C): -0.63, atom 2 (C): -0.06, atom 3 (C): -0.55, atom 4 (S): -0.07, atom 5 (N): -0.69, atom 6 (C): 0.89, atom 7 (O): -0.73, atom 8 (O): -0.87, atom 9 (H): 0.21, atom 10 (H): 0.20, atom 11 (H): 0.20, atom 12 (H): 0.20, atom 13 (H): 0.20, atom 14 (H): 0.23, atom 15 (H): 0.16, atom 16 (H): 0.37, atom 17 (H): 0.51, atom 18 (H): 0.45, atom 19 (O): -0.99, atom 20 (H): 0.45, atom 21 (H): 0.52, atom 22 (O): -0.99, atom 23 (H): 0.48, atom 24 (H): 0.50, atom 25 (O): -1.01

***

Record 4
Formula: CH8O7Zn
Source: the Open Molecules 2025 dataset
Level of theory: ωB97M-V/def2-TZVPD

Calculated values
E_tot = -2348.8782 hartree
ΔE to the lowest compared entry with this formula, charge and spin = 15.08 kcal per mole
frontier orbital gap = 5.5 eV
HOMO level = -6.5 eV
F_max = 7.46 eV/Å

```
! wB97M-V def2-TZVPD RIJCOSX def2/J DEFGRID3
* xyz 0 1
Zn -0.12924 0.06886 0.03803
C 0.69848 2.25122 0.15583
O -0.61186 1.94287 -0.19276
O 1.18978 3.41079 -0.16038
O 1.33776 1.23686 0.51341
O -0.93946 0.03747 1.95549
H -0.59635 0.37196 2.78141
H -1.62707 -0.52765 2.27847
O -1.94362 -0.79571 -0.55377
H -2.00478 -0.94263 -1.51814
H -1.98520 -1.70501 -0.26327
O 1.14887 -1.55199 0.46143
H 1.56969 -1.50421 1.32383
H 1.91827 -2.04566 0.06312
O 0.37516 0.05169 -1.93404
H 0.28520 -0.26893 -2.83910
H 1.31437 -0.02992 -2.10957
*
```

List of natural (NBO) charges in e, atom by atom: atom 1 (Zn): 1.71, atom 2 (C): 0.92, atom 3 (O): -1.02, atom 4 (O): -0.77, atom 5 (O): -0.96, atom 6 (O): -0.96, atom 7 (H): 0.51, atom 8 (H): 0.48, atom 9 (O): -0.94, atom 10 (H): 0.50, atom 11 (H): 0.48, atom 12 (O): -0.98, atom 13 (H): 0.50, atom 14 (H): 0.50, atom 15 (O): -0.96, atom 16 (H): 0.49, atom 17 (H): 0.49

***

Record 5
Formula: C4H4OPt
Source: the Open Molecules 2025 dataset
Level of theory: ωB97M-V/def2-TZVPD

Calculated values
E_tot = -348.6551 hartree
ΔE to the lowest compared entry with this formula, charge and spin = 16.61 kcal per mole
frontier orbital gap (alpha / beta) = 6.8 / 7.3 eV
HOMO level (alpha / beta) = -12.1 / -14.5 eV
F_max = 13.66 eV/Å

```
! wB97M-V def2-TZVPD RIJCOSX def2/J DEFGRID3
* xyz 1 4
H 0.98802 -0.87651 0.55307
C 1.83721 -0.03496 -0.36466
C 0.54320 0.44500 -0.74057
C -0.39368 -0.28446 0.02300
C -1.47581 -0.14614 0.69212
O -2.48718 0.06150 1.28151
Pt -4.13035 0.09199 1.18599
H 2.35314 0.55956 0.39370
H 2.44754 -0.35669 -1.21666
H 0.31791 0.54071 -1.80749
*
```

List of natural (NBO) charges in e, atom by atom: atom 1 (H): 0.25, atom 2 (C): -0.38, atom 3 (C): -0.19, atom 4 (C): -0.20, atom 5 (C): 0.56, atom 6 (O): -0.50, atom 7 (Pt): 0.73, atom 8 (H): 0.25, atom 9 (H): 0.25, atom 10 (H): 0.23

***

Record 6
Formula: C8H22MgN5O11
Source: the Open Molecules 2025 dataset
Level of theory: ωB97M-V/def2-TZVPD

Calculated values
E_tot = -1619.1366 hartree
ΔE to the lowest compared entry with this formula, charge and spin = 4.68 kcal per mole
frontier orbital gap (alpha / beta) = 7.8 / 3.3 eV
HOMO level (alpha / beta) = -9.1 / -9.0 eV
F_max = 4.74 eV/Å

```
! wB97M-V def2-TZVPD RIJCOSX def2/J DEFGRID3
* xyz 0 2
Mg 0.35552 0.16310 -0.82635
N 2.56434 -0.20380 1.39240
O 1.80455 0.14081 0.50038
O 2.12405 -0.26920 2.53085
O 3.69087 -0.41178 1.06357
N 1.02015 3.28688 -1.38754
O 2.20294 3.61705 -1.47279
O 0.78113 2.09770 -1.38037
O 0.07680 4.08122 -1.22288
N -1.74442 0.24318 -3.18618
O -2.20476 -0.65737 -3.85527
O -1.12395 0.03000 -2.15561
O -2.13703 1.34716 -3.49404
C 1.92065 -2.45252 -3.65520
C 1.02637 -1.85685 -2.61381
C 0.78361 -2.63408 -1.28142
O 0.11746 -1.71020 -0.37711
C -0.03705 -2.29252 0.90773
N 1.65022 -0.56930 -2.30377
H 2.94432 -2.64682 -3.33517
H 1.94631 -1.74828 -4.48676
H 1.62581 -3.40347 -4.09889
H 0.07763 -1.74714 -3.13913
H 1.72740 -2.89998 -0.80532
H 0.24222 -3.55442 -1.50042
H 0.81609 -2.55157 1.53475
H -0.53624 -3.25151 0.76899
H -0.62153 -1.62930 1.54542
H 2.64032 -0.75652 -2.37263
H 1.67732 0.10020 -3.05949
C -0.37752 2.81523 1.78375
C -0.93963 1.44251 1.91094
C -2.31716 1.55181 2.58794
O -2.90337 0.36212 3.13566
C -2.21084 -0.13942 4.22427
N -1.01495 0.84868 0.59652
H 0.62422 2.73241 1.36212
H -0.27180 3.28773 2.76032
H -1.02513 3.40180 1.13211
H -0.22844 0.85339 2.48994
H -2.91024 2.00685 1.79465
H -2.39801 2.22401 3.44216
H -1.25747 -0.55516 3.89817
H -2.69588 -0.97361 4.73118
H -2.13083 0.60922 5.01245
H -1.61582 1.50067 0.11281
H -1.73823 0.17110 0.79108
*
```

List of natural (NBO) charges in e, atom by atom: atom 1 (Mg): 1.75, atom 2 (N): 0.75, atom 3 (O): -0.71, atom 4 (O): -0.51, atom 5 (O): -0.46, atom 6 (N): 0.71, atom 7 (O): -0.19, atom 8 (O): -0.36, atom 9 (O): -0.20, atom 10 (N): 0.73, atom 11 (O): -0.47, atom 12 (O): -0.68, atom 13 (O): -0.47, atom 14 (C): -0.62, atom 15 (C): -0.11, atom 16 (C): -0.07, atom 17 (O): -0.62, atom 18 (C): -0.26, atom 19 (N): -0.92, atom 20 (H): 0.20, atom 21 (H): 0.22, atom 22 (H): 0.23, atom 23 (H): 0.25, atom 24 (H): 0.19, atom 25 (H): 0.20, atom 26 (H): 0.21, atom 27 (H): 0.18, atom 28 (H): 0.20, atom 29 (H): 0.39, atom 30 (H): 0.39, atom 31 (C): -0.61, atom 32 (C): -0.11, atom 33 (C): -0.08, atom 34 (O): -0.54, atom 35 (C): -0.26, atom 36 (N): -0.91, atom 37 (H): 0.22, atom 38 (H): 0.23, atom 39 (H): 0.20, atom 40 (H): 0.24, atom 41 (H): 0.18, atom 42 (H): 0.19, atom 43 (H): 0.17, atom 44 (H): 0.20, atom 45 (H): 0.17, atom 46 (H): 0.37, atom 47 (H): 0.39